89
Properties=species:S:1:pos:R:3:forces:R:3 method="wB97M-V/def2-TZVPD" charge=+2 orbital_gap_ev=7.0
Ta -0.01552 0.47583 0.31234 0.00 -0.03 1.64
Cl 2.91483 2.98302 3.09953 -0.12 0.04 0.01
C 1.21877 3.25810 3.24505 0.28 0.15 0.09
C 0.73292 4.20005 4.17948 0.06 0.02 0.01
C -0.60577 4.43742 4.28611 -0.01 0.02 0.02
Cl -1.17216 5.60746 5.41357 -0.02 0.00 0.00
C -1.54293 3.73215 3.47836 -0.13 0.08 0.08
C -2.94153 3.92040 3.49168 0.04 0.07 0.07
C -3.72271 3.17692 2.65229 -0.03 -0.04 -0.04
C -3.11856 2.21762 1.82011 -0.02 -0.10 -0.02
N -1.82224 2.00253 1.78702 0.10 0.06 -0.15
C -1.04015 2.78035 2.58250 -0.21 -0.12 -0.08
C 0.34631 2.57926 2.45576 -0.03 -0.31 -0.30
O 0.70193 1.66424 1.53374 0.57 1.11 0.97
H 1.43546 4.73803 4.80128 -0.01 -0.01 -0.02
H -3.37769 4.65497 4.15510 0.01 -0.01 0.00
H -4.79493 3.31006 2.62368 0.01 -0.02 0.00
H -3.73138 1.60300 1.16919 0.01 0.04 -0.01
C -1.94315 -1.22437 3.94021 -0.13 0.34 0.00
P -1.68738 -1.09570 2.13312 0.43 -0.48 -0.29
C -3.40173 -1.18634 1.51722 0.00 0.09 0.07
C -0.89231 -2.71722 1.85942 -0.10 -0.03 0.01
C -1.56962 -3.92050 1.71086 0.00 -0.01 -0.01
C -0.86292 -5.11070 1.58695 0.03 0.03 0.01
C 0.52340 -5.10708 1.63636 -0.04 0.01 0.00
C 1.20921 -3.91094 1.79817 0.02 -0.06 0.07
C 0.50739 -2.71907 1.90859 0.05 0.05 -0.08
P 1.32326 -1.10562 1.92963 -0.06 0.03 0.02
C 3.08980 -1.32950 1.65710 0.02 -0.02 -0.02
C 1.30463 -0.47527 3.63509 0.13 0.06 0.00
H -2.63414 -2.05299 4.10266 -0.01 0.02 0.03
H -2.38044 -0.30681 4.34045 0.01 -0.03 0.00
H -1.01450 -1.43833 4.46008 -0.05 -0.06 -0.01
H -3.68015 -2.20971 1.27379 0.00 0.00 0.04
H -3.54330 -0.57723 0.63134 0.01 -0.03 -0.03
H -4.06087 -0.82444 2.30602 -0.04 -0.02 -0.01
H -2.65216 -3.95110 1.69002 0.03 0.00 0.00
H -1.39844 -6.04161 1.45548 0.01 0.01 0.01
H 1.07245 -6.03453 1.54341 -0.01 0.01 0.00
H 2.29171 -3.91849 1.82945 -0.01 0.00 -0.02
H 3.28974 -1.75928 0.68325 0.02 0.00 -0.02
H 3.51150 -1.95885 2.44121 0.04 0.00 -0.01
H 3.55321 -0.34330 1.70251 0.01 0.00 0.00
H 1.54228 -1.28058 4.33118 -0.01 0.03 0.03
H 0.34463 -0.03786 3.89265 0.04 0.05 0.01
H 2.06482 0.30378 3.71780 0.00 -0.03 -0.01
C -2.47869 3.63279 -2.17061 -0.03 -0.01 0.00
C -2.02752 2.29686 -1.66632 -0.16 -0.02 -0.08
O -1.08360 2.28418 -0.86285 0.58 -0.45 0.13
C -2.70742 1.07781 -2.13305 0.17 0.47 0.00
C -3.63930 1.10079 -3.17545 -0.09 0.06 -0.12
C -4.18932 -0.07113 -3.65231 0.04 -0.04 0.02
C -3.80097 -1.29165 -3.09905 -0.02 0.04 0.00
C -2.89528 -1.33660 -2.05306 -0.10 -0.18 -0.01
C -2.37457 -0.15049 -1.57866 0.28 0.08 0.35
O -1.50437 -0.17424 -0.54268 -1.61 -1.04 -1.13
H -1.92028 4.41424 -1.66458 0.01 0.01 0.01
H -3.54792 3.76940 -2.00056 0.01 0.00 -0.03
H -2.30492 3.70508 -3.24624 -0.01 -0.01 0.01
H -3.92121 2.04338 -3.62569 0.00 -0.03 0.00
H -4.90494 -0.04360 -4.46182 0.01 -0.01 0.00
H -4.20785 -2.21465 -3.49154 -0.01 0.02 0.01
H -2.56584 -2.26858 -1.61014 -0.04 0.01 -0.03
N 5.32328 -3.75572 -4.82825 -0.09 0.04 0.04
C 4.35758 -3.11599 -4.13197 0.09 -0.04 -0.07
C 3.40935 -2.31250 -4.79582 0.01 0.00 -0.03
C 2.44667 -1.63951 -4.08937 0.12 0.00 0.05
C 2.39915 -1.76806 -2.69738 0.16 -0.06 0.13
C 3.31482 -2.58090 -2.02452 -0.08 -0.02 -0.14
C 4.28349 -3.24503 -2.73027 0.05 -0.03 0.03
S 1.17164 -0.93584 -1.85618 0.03 -0.04 -0.49
O 0.22895 -0.42539 -2.81565 0.05 -0.10 0.03
O 0.64782 -1.75448 -0.74657 -0.10 0.37 -0.03
N 1.66910 0.34819 -0.90458 -0.36 0.29 -1.19
C 2.06690 1.52201 -1.62957 -0.06 -0.20 0.39
N 2.74924 1.37362 -2.74415 0.13 -0.07 -0.10
C 3.08498 2.50248 -3.36886 0.03 -0.09 -0.01
C 2.74770 3.75007 -2.87357 0.05 0.05 -0.05
C 2.02107 3.77112 -1.69879 -0.04 -0.02 0.08
N 1.66599 2.65049 -1.07261 0.07 0.15 0.15
H 5.35525 -3.70744 -5.83050 0.01 0.00 0.01
H 5.98174 -4.35847 -4.36964 0.00 0.00 -0.01
H 3.44461 -2.23004 -5.87499 0.01 0.01 0.02
H 1.72323 -1.01584 -4.59427 0.02 -0.01 0.00
H 3.23993 -2.72138 -0.95738 0.00 -0.02 0.01
H 4.98987 -3.88442 -2.21575 -0.01 0.01 -0.01
H 3.64237 2.39068 -4.29152 0.00 0.01 0.01
H 3.03660 4.65913 -3.37950 -0.01 -0.01 -0.01
H 1.70103 4.70183 -1.24449 0.01 -0.01 0.00

9
Properties=species:S:1:pos:R:3:forces:R:3 method="wB97M-V/def2-TZVPD" relative_energy_ev=0.784 charge=0 orbital_gap_ev=9.5
C 0.30653 0.68841 -1.31545 -0.95 0.10 -4.68
N -0.46360 -0.73108 2.00956 0.50 -0.59 -0.35
N 0.37426 0.21482 0.01617 0.59 1.16 -0.84
P -0.77939 -0.74939 0.35589 -0.86 -0.77 1.58
H 0.75060 -0.04911 -2.06018 0.43 0.94 0.96
H -0.73721 0.63902 -1.78166 0.68 0.36 0.84
H 0.63664 1.72851 -1.65988 0.06 -1.33 1.37
H -0.49781 -1.61156 2.57055 0.40 1.37 -0.60
H 0.40998 -0.12961 1.86500 -0.86 -1.24 1.74

160
Properties=species:S:1:pos:R:3:forces:R:3 method="wB97M-V/def2-TZVPD" relative_energy_ev=0.000 charge=0 orbital_gap_ev=6.7
C 1.45481 0.05449 -3.22911 -0.02 -0.03 -0.40
C 1.00030 -1.06036 -2.27401 0.05 1.13 -0.84
C 0.52543 -0.33081 -1.00780 0.50 -2.18 0.25
N 0.03739 -1.33365 0.02135 0.03 -1.55 1.97
C 1.24745 -2.13292 0.67820 -0.48 0.80 -1.13
C -0.85093 -0.68163 1.13068 1.00 -0.97 -0.42
C -1.58796 -1.86414 1.78255 0.02 2.36 -0.35
C -1.91092 -2.77679 0.62618 0.68 -1.14 -0.52
C -0.94361 -2.36154 -0.55992 -0.26 0.41 0.96
H 0.64793 0.77537 -3.36098 -0.11 0.02 -0.02
H 1.65766 -0.35166 -4.22006 0.15 0.02 0.07
H 2.32060 0.62963 -2.90090 0.09 -0.24 0.15
H 1.79295 -1.79540 -2.13429 0.14 0.25 0.44
H 0.23272 -1.60101 -2.82773 -0.40 0.07 0.42
H -0.30412 0.35138 -1.19374 0.23 0.07 -0.05
H 1.40114 0.13121 -0.55201 -0.29 0.49 -0.03
H 1.90967 -1.38495 1.11423 -0.16 -0.22 0.23
H 1.78930 -2.68270 -0.09137 -0.11 0.50 -0.39
H 0.97160 -2.94823 1.34698 -0.68 0.67 0.33
H -0.26422 -0.13534 1.86921 0.20 0.19 -0.42
H -1.51253 -0.03151 0.55821 -0.08 0.06 0.27
H -0.96852 -2.28257 2.57584 -0.19 -0.22 -0.17
H -2.43368 -1.33985 2.22748 -0.31 -0.65 0.29
H -1.75920 -3.78924 1.00039 0.43 -0.21 -0.50
H -2.94464 -2.83091 0.28474 0.03 0.67 0.02
H -0.35236 -3.16409 -1.00087 -0.30 0.06 -0.03
H -1.49020 -1.80009 -1.31762 -0.07 -0.33 -0.09
O 7.94074 2.68065 3.32043 0.61 -0.42 0.17
C 9.07255 2.34978 3.57783 -0.70 0.53 -0.40
O 9.94573 3.07877 4.26021 -0.93 -0.58 -0.03
B 11.20215 2.36395 4.41236 0.07 0.60 -0.65
O 11.02958 1.11288 3.58931 -0.56 0.04 0.17
C 9.79174 1.05834 3.07413 0.03 -1.24 -1.39
O 9.34893 0.21388 2.28228 1.15 2.19 2.32
O 11.52056 2.15846 5.85586 -0.90 -0.99 -0.82
C 12.66286 2.70867 6.12027 1.78 1.65 0.59
O 13.25221 2.81600 7.17157 -0.87 -0.68 -0.60
C 13.17827 3.42206 4.83430 1.58 0.37 0.10
O 12.26520 3.28324 3.86601 0.56 -0.86 1.07
O 14.26020 3.98385 4.80607 -1.89 -0.63 -0.55
C -3.98441 1.68762 -6.39421 -0.30 1.45 0.21
O -3.19046 1.40088 -7.49371 -0.21 -0.69 -1.66
C -3.99059 1.16971 -8.71405 0.62 -0.99 0.82
C -3.54742 2.00049 -9.90787 1.07 -0.33 0.34
N -2.17276 1.68263 -10.31681 -1.22 -0.72 -0.56
C -1.61899 2.52286 -11.36956 -0.50 0.03 2.06
C -0.23699 2.08799 -11.67180 0.02 -0.01 -0.40
O 0.47703 2.00735 -10.44596 -0.39 -0.23 -0.21
C 1.84701 1.79142 -10.64822 0.34 0.80 -0.71
H -4.71894 0.95785 -6.05364 0.10 -0.62 -0.31
H -4.53657 2.58204 -6.68273 -0.42 0.31 0.56
H -3.34133 1.94028 -5.55117 0.09 -0.06 -0.04
H -5.05517 1.24500 -8.49248 -0.06 0.65 0.03
H -3.86996 0.10041 -8.88768 0.23 -0.08 -0.48
H -3.70206 3.05116 -9.66240 0.19 0.45 0.15
H -4.17814 1.81331 -10.77692 -0.34 -0.24 0.10
H -1.51711 1.42682 -9.59239 -0.17 0.49 0.05
H -1.52865 3.52217 -10.94375 -0.19 0.68 -0.40
H -2.24565 2.53160 -12.26137 -0.04 -0.04 0.01
H 0.14255 2.84828 -12.35445 0.72 0.13 0.05
H -0.27698 1.16003 -12.24223 0.37 -0.49 0.27
H 2.14713 2.52771 -11.39379 0.51 0.00 -0.24
H 2.07897 0.80372 -11.04664 -0.05 -0.23 0.16
H 2.43409 2.02091 -9.75897 -0.37 -0.29 0.21
C 4.51708 -1.20888 11.40024 -1.46 0.43 0.40
O 4.02071 -1.87242 10.22961 2.54 0.19 0.85
C 5.10447 -2.61649 9.64467 -1.62 -0.38 -1.00
C 4.74193 -2.82069 8.18841 -0.12 -1.41 -0.24
N 3.51408 -3.64009 7.89402 0.66 -0.08 0.15
C 3.47872 -5.01944 8.47786 0.96 0.92 0.11
C 2.40709 -5.97284 8.02041 -0.07 1.20 -0.22
O 1.17071 -5.48051 8.48974 -1.19 -1.58 -0.59
C 0.10802 -6.31232 7.98165 -0.06 0.74 -0.15
H 4.82789 -1.80311 12.25953 -0.15 -1.02 -0.26
H 3.62444 -0.68166 11.73688 0.36 0.51 0.20
H 5.37533 -0.55012 11.26780 -0.19 0.29 -0.74
H 5.16424 -3.56965 10.17004 0.35 -0.12 0.08
H 6.09130 -2.16008 9.56739 -0.06 0.65 0.86
H 5.65401 -3.25113 7.77498 -0.19 -0.32 -0.61
H 4.57893 -1.85677 7.70633 0.06 0.03 0.09
H 2.85275 -3.07359 8.40570 -0.85 -0.30 -0.13
H 3.42688 -4.89754 9.55978 -0.09 -0.51 0.27
H 4.39649 -5.56200 8.25114 0.45 0.40 -0.04
H 2.66268 -6.97318 8.36984 -0.22 -0.20 0.46
H 2.35558 -6.05159 6.93448 0.20 0.19 -0.32
H -0.83165 -5.77372 8.10424 0.06 -0.13 0.42
H 0.05569 -7.32381 8.38447 0.15 0.09 0.74
H 0.16952 -6.50682 6.91091 0.49 0.39 -0.39
C 1.65733 12.98765 -7.26583 -0.16 1.26 -0.68
O 2.83844 12.72787 -8.06549 -1.16 -0.01 1.15
C 4.00129 12.60207 -7.25502 -0.02 -1.50 -0.80
C 3.95357 11.24736 -6.49234 0.54 0.75 0.42
N 3.64111 10.08958 -7.29250 -0.54 -0.12 -0.84
C 3.29262 8.83920 -6.59527 2.11 1.12 -0.46
C 2.12958 8.81834 -5.68986 -0.73 0.52 -0.42
O 0.99913 8.97549 -6.56360 -0.65 -0.70 1.72
C -0.19888 8.39408 -6.01929 0.16 0.24 -1.17
H 0.73927 12.94198 -7.85165 0.38 -0.36 -0.63
H 1.69725 14.03834 -6.97854 0.13 0.16 0.38
H 1.41162 12.41124 -6.37393 0.88 -0.55 -0.02
H 4.20921 13.45480 -6.60870 -0.58 0.03 0.47
H 4.84120 12.62811 -7.94925 -0.05 -0.35 -0.22
H 3.27503 11.37016 -5.64819 -0.18 0.05 0.28
H 4.95310 11.12428 -6.07532 0.15 -0.11 0.28
H 2.95478 10.31472 -7.99845 -0.14 0.12 0.02
H 4.19898 8.63360 -6.02576 0.05 -0.52 0.22
H 3.15723 8.05776 -7.34300 0.11 0.03 -0.03
H 2.15015 9.60802 -4.93881 -0.07 0.22 0.07
H 2.19313 7.87706 -5.14389 -0.64 -0.36 -0.06
H -0.93092 8.52774 -6.81575 -0.13 -0.19 0.09
H -0.62488 8.84718 -5.12412 0.46 0.39 0.22
H -0.06105 7.32933 -5.83119 0.07 -0.13 0.01
Br -0.91228 -6.24970 -7.63453 0.70 0.33 -0.65
C -0.07712 -5.77775 -9.39688 0.63 -0.26 0.09
C 1.40183 -6.29768 -9.51030 -0.69 -0.06 0.09
Br 2.21814 -5.89832 -11.28113 -0.58 -0.06 0.78
H -0.09892 -4.69547 -9.52453 0.04 -0.08 0.39
H -0.83080 -6.17801 -10.07500 0.67 -0.31 -0.22
H 1.53483 -7.36913 -9.36064 -0.50 0.03 -0.30
H 2.05897 -5.85629 -8.76101 -0.28 0.42 -0.19
C -1.03243 -11.49050 0.08964 -2.56 -0.35 -0.30
C 0.01079 -12.54275 -0.06631 -0.17 -0.31 0.46
O 1.13717 -11.75235 -0.04345 3.26 -0.05 -0.04
C 0.88569 -10.45541 -0.07277 2.28 2.12 -0.70
O 1.69770 -9.56466 -0.14922 -0.48 -1.19 0.29
O -0.40230 -10.23879 -0.08612 -1.67 -0.04 0.34
H -1.46169 -11.60041 1.08552 -0.27 0.57 -0.07
H -1.79263 -11.58858 -0.68534 -0.26 0.13 0.30
H -0.02671 -13.10241 -1.00091 -0.05 -0.21 0.22
H 0.04475 -13.13776 0.84634 -0.08 -0.65 -0.49
C -3.63710 4.54358 7.77964 -1.99 0.68 -1.50
C -3.72444 4.33366 9.24609 -0.34 2.67 0.71
O -2.85766 3.31482 9.40964 1.62 -2.79 3.03
C -2.18858 2.93372 8.33261 -1.12 -0.34 -0.95
O -1.50581 1.97598 8.21184 0.64 0.07 0.30
O -2.58684 3.73262 7.32937 0.52 0.21 -1.00
H -3.53693 5.55194 7.37803 0.23 -0.02 0.37
H -4.61112 4.16866 7.46529 0.17 -0.19 -1.12
H -4.72808 4.10579 9.60510 0.08 -0.32 -0.11
H -3.39490 5.21284 9.79976 0.17 0.02 0.26
C -7.91329 -5.15552 10.56037 -1.30 0.56 0.58
C -9.27048 -5.30597 9.92949 -0.94 -0.84 -0.75
O -9.34824 -4.27912 8.91353 0.65 0.25 0.42
C -8.32160 -3.36701 9.14868 -1.33 1.30 -1.79
O -8.20331 -2.28494 8.58042 -0.22 -3.10 1.60
O -7.53993 -3.87658 10.08072 2.15 0.70 0.57
H -7.26160 -5.98878 10.29756 0.46 0.58 -0.10
H -8.06229 -5.06834 11.63661 0.59 -0.17 0.03
H -10.12386 -5.23267 10.60364 0.14 0.49 0.12
H -9.33787 -6.31549 9.52400 -0.21 0.24 -0.67
C -11.78026 -3.37844 2.31207 -0.29 -0.53 2.06
C -12.64698 -2.29788 3.03123 0.64 -0.15 -1.95
O -12.56916 -1.27466 1.97488 -0.28 0.96 0.77
C -12.28862 -1.80184 0.78954 -2.64 -0.79 -4.55
O -12.68179 -1.40605 -0.35398 2.44 -1.06 5.22
O -11.76002 -3.07196 0.96667 -0.47 1.83 -1.43
H -12.25168 -4.35646 2.40881 0.39 -0.11 0.23
H -10.75927 -3.34772 2.69253 -0.02 -0.30 0.18
H -12.26259 -1.94521 3.98829 0.19 0.22 -0.40
H -13.69719 -2.56601 3.14637 0.06 -0.06 -0.12